A 13-piece molecular cluster, C74H181N11O2 overall at a distorted geometry. Source: the OMol25 dataset; level of theory: wB97M-V/def2-TZVPD.

Structure (XYZ):
```
268
Properties=species:S:1:pos:R:3:mulliken_charge:R:1
O -4.406 -1.689 -1.539 -0.679
O -1.967 -0.355 3.559 -0.639
N -5.008 6.587 0.633 0.269
N 1.559 -2.067 -3.914 1.114
N -0.248 -0.548 0.179 1.417
N 5.507 1.460 1.821 0.984
N 2.432 -2.093 6.685 0.341
N 1.284 4.327 -0.481 1.486
N -5.155 -2.078 2.361 0.729
N -2.804 -7.596 -0.030 1.006
N 6.676 0.959 -4.141 0.163
N 1.801 -4.757 1.202 1.567
N -1.995 4.477 -5.330 0.049
C -3.186 -1.001 -3.520 0.182
C -5.090 7.531 1.775 -0.575
C -3.186 4.369 -4.466 0.409
C 3.231 -4.483 1.018 -0.936
C -1.211 3.219 -5.163 0.326
C 7.757 2.952 -3.172 -1.132
C 5.900 0.525 -5.274 -0.212
C 4.640 -3.232 7.082 -1.664
C -4.252 -7.637 0.038 -0.449
C 2.759 -0.749 7.174 0.448
C 0.085 4.959 -0.996 1.548
C -1.772 1.484 -0.599 1.723
C -0.726 -8.848 0.647 -1.096
C -5.913 6.194 -1.679 -1.298
C -1.099 1.959 4.316 -1.004
C 0.182 6.468 -1.086 -1.855
C -2.254 -8.906 0.302 -0.673
C -3.818 -2.723 1.838 0.608
C 0.069 -5.056 2.977 -0.703
C 1.933 0.669 0.461 0.450
C -0.129 3.126 -6.228 -1.610
C -6.210 -3.081 1.826 -0.765
C 4.012 1.080 3.828 -0.871
C -6.582 0.175 2.286 -0.791
C -4.114 -2.031 -2.867 -0.400
C -5.326 -0.626 1.759 0.228
C 1.322 -5.856 0.356 -0.611
C 2.115 -0.948 -4.696 -0.269
C 5.851 3.723 0.645 -1.227
C 6.777 2.423 -4.158 -0.030
C -4.134 -4.202 1.450 0.716
C -6.665 1.577 1.561 -1.253
C -2.549 -5.581 -1.630 -0.655
C -1.628 6.965 -5.467 -1.721
C 4.947 2.041 3.081 -0.847
C -5.556 -4.421 2.010 -0.939
C 2.454 4.305 -1.372 0.213
C 2.188 4.003 -2.843 -1.136
C 4.919 1.037 -2.308 1.318
C 0.301 -2.628 -4.528 -1.075
C -2.195 1.019 3.787 0.271
C 6.479 2.413 1.165 -0.870
C 1.720 4.690 0.844 -0.246
C -4.868 -7.928 1.411 -1.460
C -4.774 5.151 0.945 -0.474
C 7.331 0.033 2.879 -1.465
C 3.596 -2.740 6.078 0.491
C -0.436 -2.023 0.710 -0.353
C 1.203 0.243 -4.589 -0.967
C 0.553 -0.630 -1.119 0.763
C -1.657 0.077 0.025 -0.252
C -5.188 -1.992 3.903 -0.900
C -3.375 5.002 1.534 -0.886
C 1.757 -0.220 8.208 -1.657
C -2.322 -7.064 -1.323 -1.187
C 3.660 -3.173 1.757 -1.018
C 3.573 -2.721 -2.422 0.801
C 0.680 4.452 1.916 -0.972
C -3.241 1.943 -0.786 -0.784
C 1.321 -1.355 4.531 1.485
C 1.593 0.559 -1.021 0.977
C 6.216 0.441 -2.871 -1.702
C 1.530 -5.096 2.575 -0.166
C -1.129 5.597 -4.896 0.349
C -0.472 -3.640 -3.692 -1.045
C -6.161 6.781 -0.259 -0.645
C 1.224 -2.104 5.884 -1.921
C 6.109 0.035 1.910 0.078
C -4.225 3.405 -5.058 -1.374
C 2.571 -3.084 -3.539 -0.969
C 5.923 -0.992 -5.436 -1.212
C -6.280 7.401 2.760 -1.084
C 0.666 0.236 1.167 1.028
C 1.229 -5.441 -1.094 -1.188
H -5.024 -2.068 -3.466 0.312
H 3.171 0.733 3.227 -0.061
H -0.330 -4.061 2.777 -0.213
H -4.663 -8.975 1.633 0.530
H 2.256 0.434 8.922 0.436
H -7.522 -0.375 2.250 0.415
H -2.356 1.434 2.792 -0.453
H -0.200 5.084 1.797 0.179
H -2.270 -5.388 -2.666 0.430
H 0.313 -6.170 0.624 -0.359
H 4.068 -2.185 5.267 -0.139
H 2.213 -1.319 -5.716 0.503
H -3.816 1.330 -1.481 0.124
H -0.999 5.671 -3.816 -0.113
H 1.743 3.018 -2.985 0.098
H -4.511 -6.597 -0.160 0.138
H 1.039 4.565 2.939 0.549
H -7.058 6.377 0.209 0.317
H 0.004 -4.608 -3.536 0.611
H 3.732 -0.832 7.658 0.583
H -3.852 1.985 0.116 -0.055
H 8.042 3.983 -3.382 0.441
H -2.832 -7.522 -2.171 0.395
H -4.430 -1.253 4.164 0.192
H 4.169 -3.718 7.937 0.335
H 0.546 -3.027 -5.513 0.336
H 0.932 0.419 -3.548 -0.312
H 6.075 -0.628 -3.031 0.399
H -0.231 4.582 -1.968 -0.934
H -0.119 5.550 -5.305 0.303
H -3.586 -2.981 -2.944 -0.186
H 4.058 0.943 -2.970 -0.426
H 3.809 -3.354 2.821 0.578
H -6.237 -2.827 0.766 0.438
H 8.681 2.375 -3.195 0.318
H 2.071 -4.443 3.259 -0.118
H 6.899 -1.444 -5.258 0.384
H -7.216 7.185 2.244 0.264
H 3.206 -3.598 5.531 0.000
H -0.873 7.744 -5.361 0.459
H 5.658 -1.239 -6.464 0.408
H -2.917 4.015 -3.470 -0.189
H -0.120 -0.624 -1.976 -0.579
H -1.915 -4.979 -0.979 -0.250
H -0.923 -1.962 1.683 -0.509
H 0.635 -6.166 -1.651 0.580
H -0.646 -3.171 -2.724 -0.114
H 5.096 3.517 -0.114 0.050
H -0.549 3.449 -7.180 0.397
H 3.136 -3.317 -4.442 0.283
H -5.558 -4.700 3.064 0.308
H 2.841 0.005 6.391 -0.378
H 2.555 4.084 1.196 -0.398
H -2.709 -9.266 1.225 0.375
H -3.286 5.581 2.454 0.468
H 0.929 0.345 7.780 0.270
H -5.236 3.651 -4.733 0.431
H 1.151 1.433 -1.499 -0.742
H 7.282 2.567 1.886 0.447
H 2.036 -1.843 3.869 -0.218
H 7.049 1.957 0.355 0.593
H -1.498 -3.803 -4.021 0.739
H -2.504 7.341 -4.939 0.315
H -0.952 -2.587 -0.066 -0.029
H -1.280 3.010 4.094 0.227
H 7.668 -0.967 3.151 0.442
H -6.517 0.319 3.365 0.383
H 3.108 -0.684 -4.332 -0.776
H -4.019 2.375 -4.768 0.098
H 4.035 -1.756 -2.627 -0.781
H 4.269 -3.556 -2.352 0.768
H -5.947 -7.799 1.331 0.420
H -0.406 -1.814 -4.691 0.271
H 2.162 -5.397 -1.656 0.712
H -1.099 1.860 5.401 0.473
H 6.331 -0.380 0.926 0.520
H -3.596 -5.288 -1.559 0.710
H -2.180 -0.996 -3.101 -0.567
H 2.963 5.258 -1.230 0.641
H 5.346 -3.940 6.647 0.476
H -3.066 -1.304 -4.560 0.695
H 4.487 0.236 4.329 0.150
H 3.386 -4.316 -0.048 0.218
H 1.398 4.606 -3.289 0.144
H -4.045 -4.359 0.375 -0.411
H 3.027 -2.614 -1.485 -0.851
H -0.730 4.650 -0.341 -0.623
H -4.418 -0.096 2.045 -0.391
H 3.833 -5.335 1.334 0.460
H 5.249 -2.418 7.472 0.353
H 8.145 0.565 2.387 0.333
H 4.648 0.572 -1.361 -0.265
H -5.851 2.200 1.931 0.138
H -3.630 5.363 -4.419 0.361
H -3.235 2.932 -1.244 0.150
H -6.128 6.569 3.448 0.251
H -4.121 3.437 -6.143 0.381
H -5.063 -2.963 4.381 0.380
H 5.828 2.926 -3.977 -0.118
H -4.209 7.452 2.412 0.256
H 0.581 -2.407 0.798 0.330
H 4.989 2.087 -2.021 0.134
H 5.731 2.380 3.758 0.391
H -0.101 1.734 3.939 -0.091
H 2.017 5.737 0.788 0.708
H -1.958 6.900 -6.503 0.383
H -3.445 -2.122 1.008 -0.970
H 1.877 -6.792 0.422 0.232
H -6.582 1.576 0.474 0.381
H 4.607 -2.757 1.413 0.635
H -3.069 -2.690 2.629 -0.074
H -5.546 4.749 1.601 0.317
H 0.386 -1.448 3.978 -0.174
H -5.331 -0.748 0.676 0.312
H -7.157 -2.881 2.326 0.452
H -0.073 -8.578 -0.184 0.308
H -4.434 -7.253 2.149 0.132
H 1.009 -3.137 5.611 0.333
H 0.242 2.113 -6.386 0.404
H 7.006 0.511 -2.124 0.250
H -5.017 6.672 -2.076 0.285
H -6.348 8.336 3.315 0.420
H 2.756 -0.016 0.665 -0.060
H -0.550 -5.811 2.492 0.005
H -2.233 0.061 0.950 -0.361
H -3.227 3.942 1.743 0.147
H 0.335 3.420 1.853 -0.067
H -0.833 6.835 -1.240 0.522
H 1.713 1.104 -5.020 0.530
H -1.234 2.202 0.020 -0.904
H 2.471 0.207 -1.563 -0.376
H 1.196 -1.502 -1.229 -0.535
H 7.300 2.878 -2.185 -0.010
H -0.374 -9.785 1.079 0.508
H 0.262 0.021 -5.093 0.729
H 1.332 -0.996 8.845 0.361
H -7.582 2.109 1.815 0.481
H 0.699 -4.492 -1.171 -0.112
H 2.062 -4.019 -3.303 0.490
H -3.454 -4.936 1.884 0.212
H 7.152 0.589 3.800 0.263
H 0.922 -0.422 1.998 -0.447
H 0.785 6.826 -1.920 0.255
H 6.333 0.966 -6.171 0.469
H -3.526 0.034 -3.519 -0.217
H 5.281 4.182 1.453 0.491
H -0.026 -5.256 4.044 0.625
H -6.090 -1.492 4.257 0.309
H 3.742 1.722 4.667 0.541
H 0.122 1.107 1.532 -0.348
H -6.006 -5.313 1.575 0.504
H -6.723 6.586 -2.295 0.469
H -1.263 -7.320 -1.372 0.155
H 1.439 -0.276 4.628 -0.016
H 0.738 3.744 -5.993 0.286
H -2.517 -9.631 -0.468 0.357
H -4.598 -8.276 -0.775 0.451
H 0.365 -1.724 6.436 0.365
H -1.301 1.462 -1.582 -0.306
H -0.566 -8.099 1.422 0.098
H 5.370 -0.643 2.336 -0.416
H 4.341 2.892 2.771 0.179
H -0.852 3.164 -4.136 -0.191
H -1.852 2.368 -5.391 0.364
H 3.140 3.542 -1.003 -0.800
H -2.128 -0.603 -0.685 0.286
H 7.008 2.782 -5.160 0.570
H 3.130 4.023 -3.391 0.362
H 0.494 6.935 -0.152 0.389
H -5.796 5.116 -1.785 0.277
H 5.252 -1.554 -4.786 0.129
H -3.122 1.279 4.298 0.404
H 1.901 -6.102 2.772 0.289
H 2.915 -2.378 1.708 -0.232
H -6.370 7.847 -0.349 0.524
H 2.275 1.677 0.695 -0.600
H -5.156 8.531 1.348 0.500
H -4.773 4.581 0.016 0.030
H -2.596 5.339 0.850 0.136
H 6.538 4.419 0.164 0.426
H 4.859 0.837 -5.189 0.206
```

Properties
Total charge ... 0
Frontier orbital gap ... 6.59 eV
Multiplicity ... 1
Electronic energy ... -3680.5021 Eh